Arrangement 1

Molecular formula: C4H10NO2P
Method: DFT, ωB97M-V/def2-TZVPD

## Properties
* 2S+1: 1
* charge: 0
* SMILES: C=C[C@H](N)[P@@](C)(=O)O
* highest occupied orbital energy: -9.8 eV

Geometry (Å):
C: 2.155 1.972 -0.118
C: 1.476 0.841 -0.332
C: 0.466 0.064 0.450
N: 0.677 -1.341 -0.007
P: -1.127 0.699 -0.187
C: -2.516 -0.367 0.137
O: -1.438 1.953 0.507
O: -1.125 0.785 -1.832
H: 2.990 2.164 -0.888
H: 1.921 2.494 0.769
H: 1.815 0.355 -1.262
H: 0.400 0.204 1.492
H: -0.200 -1.784 0.035
H: 1.382 -1.825 0.455
H: -3.182 0.436 0.363
H: -2.679 -1.002 -0.786
H: -2.338 -0.943 1.028
H: -0.320 1.299 -1.897


Arrangement 2

Molecular formula: C4H10NO2P
Method: DFT, ωB97M-V/def2-TZVPD

## Properties
* 2S+1: 1
* charge: 0
* SMILES: [H]/N=C\CO[P@H](=O)CC
* highest occupied orbital energy: -10.2 eV

Geometry (Å):
H: 0.145 -1.314 4.047
N: 1.068 -1.704 3.821
C: 1.511 -1.325 2.693
C: 0.864 -0.333 1.821
O: 1.674 0.017 0.699
P: 1.102 -0.252 -0.793
O: 2.224 -0.233 -1.829
C: -0.273 0.956 -1.111
C: -1.182 0.372 -2.121
H: 2.547 -1.681 2.488
H: -0.092 -0.801 1.571
H: 0.690 0.665 2.196
H: 0.355 -1.484 -0.524
H: -0.776 1.197 -0.179
H: 0.228 1.743 -1.498
H: -1.871 -0.460 -1.766
H: -1.646 1.254 -2.566
H: -0.621 0.019 -3.064


Energies relative to the minimum, eV: arrangement 1 0.000; arrangement 2 0.493


Arrangement 1

Molecular formula: C5H14N2O
Method: DFT, ωB97M-V/def2-TZVPD

## Properties
* 2S+1: 1
* charge: 0
* highest occupied orbital energy (spin up / spin down): -5.5 / -5.8 eV

Geometry (Å):
C: 1.365 -1.405 0.688
C: 0.272 0.022 -0.749
C: -0.078 0.693 0.408
C: -1.175 2.294 -0.623
C: 0.509 -2.525 1.211
N: -0.606 -0.771 -1.461
N: -1.266 3.458 0.193
O: 2.287 -1.822 -0.289
H: 1.779 -2.082 -1.070
H: 1.936 -0.915 1.476
H: 1.066 0.435 -1.363
H: -0.397 -0.974 -2.425
H: -1.466 -1.042 -1.007
H: -1.599 3.258 1.129
H: -0.388 3.958 0.259
H: 0.678 1.294 0.891
H: -0.884 0.302 1.017
H: -0.730 2.513 -1.592
H: -2.135 1.793 -0.739
H: 1.095 -3.395 1.541
H: -0.179 -2.895 0.440
H: -0.085 -2.193 2.066


Arrangement 2

Molecular formula: C5H14N2O
Method: DFT, ωB97M-V/def2-TZVPD

## Properties
* 2S+1: 1
* charge: 0
* SMILES: NC[C@@H]1CCCN1.O
* highest occupied orbital energy: -8.5 eV

Geometry (Å):
N: 0.625 -1.738 2.331
C: 0.085 -0.494 1.781
C: -0.474 -0.957 0.283
C: 0.717 -1.204 -0.722
C: 0.405 -0.043 -1.751
C: -0.733 0.849 -1.229
N: -1.385 0.135 -0.128
H: 1.386 -1.677 2.953
H: 0.100 -2.529 2.344
H: 0.970 0.172 1.526
H: -0.815 -0.143 2.247
H: -1.122 -1.785 0.456
H: 0.550 -2.207 -1.058
H: 1.789 -1.207 -0.325
H: 1.318 0.287 -2.139
H: -0.078 -0.444 -2.611
H: -1.434 0.886 -2.183
H: -0.495 1.937 -0.800
H: -2.275 -0.282 -0.401
O: 0.379 3.753 -0.050
H: 0.029 3.005 0.415
H: 0.458 3.687 -0.940


Energies relative to the minimum, eV: arrangement 1 2.633; arrangement 2 0.000


Arrangement 1

Molecular formula: C5H14N2O
Method: DFT, ωB97M-V/def2-TZVPD

## Properties
* 2S+1: 1
* charge: 0
* SMILES: CN[N@+](C)([O-])C(C)C
* highest occupied orbital energy: -8.6 eV

Geometry (Å):
C: -0.139 2.055 0.355
N: -0.856 0.918 0.883
N: -0.824 -0.574 0.392
C: -1.957 -0.242 -0.713
O: -1.230 -1.317 1.350
C: 0.532 -1.048 -0.108
C: 1.533 -0.929 1.035
C: 1.035 -0.424 -1.401
H: 0.951 2.022 0.486
H: -0.510 2.949 0.862
H: -0.354 2.175 -0.708
H: -0.783 0.827 1.886
H: -1.746 0.560 -1.416
H: -2.031 -1.179 -1.254
H: -2.860 -0.100 -0.126
H: 0.338 -2.110 -0.284
H: 1.089 -1.355 1.936
H: 1.808 0.110 1.227
H: 2.439 -1.485 0.792
H: 0.333 -0.553 -2.220
H: 1.955 -0.932 -1.685
H: 1.276 0.630 -1.290


Arrangement 2

Molecular formula: C5H14N2O
Method: DFT, ωB97M-V/def2-TZVPD

## Properties
* 2S+1: 1
* charge: 0
* SMILES: C=C(CCN)NC.O
* highest occupied orbital energy: -8.6 eV

Geometry (Å):
C: 0.338 -1.905 0.289
C: 0.721 -0.628 0.176
C: 0.857 -0.062 -1.236
C: -0.533 0.288 -1.875
N: -1.620 -0.650 -1.727
N: 0.544 0.276 1.240
C: 1.778 1.112 1.525
H: 0.050 -2.653 -0.459
H: -0.179 -2.366 1.124
H: 1.530 -0.781 -1.704
H: 1.470 0.845 -1.179
H: -0.870 1.248 -1.471
H: -0.402 0.330 -2.967
H: -1.476 -1.565 -2.094
H: -2.245 -0.514 -0.957
H: 0.402 -0.217 2.124
H: 2.412 1.045 0.637
H: 2.240 0.713 2.435
H: 1.435 2.127 1.764
O: -2.324 1.101 1.804
H: -2.695 1.446 0.987
H: -1.434 0.811 1.564


Arrangement 3

Molecular formula: C5H14N2O
Method: DFT, ωB97M-V/def2-TZVPD

## Properties
* 2S+1: 1
* charge: 0
* SMILES: CN(C)C[C@H](N)CO
* highest occupied orbital energy: -8.6 eV

Geometry (Å):
C: -0.466 -1.496 -1.579
N: 0.493 -0.446 -1.249
C: 1.270 -0.104 -2.457
C: -0.186 0.765 -0.751
C: -0.571 0.633 0.725
N: -0.709 1.999 1.260
C: 0.440 -0.172 1.593
O: -0.251 -1.154 2.398
H: -1.166 -1.500 -0.732
H: -1.078 -1.371 -2.480
H: 0.017 -2.471 -1.598
H: 1.180 -0.796 -3.283
H: 0.887 0.860 -2.872
H: 2.265 0.240 -2.163
H: -1.027 0.977 -1.419
H: 0.546 1.576 -0.763
H: -1.482 0.043 0.859
H: -1.188 2.009 2.158
H: 0.199 2.423 1.373
H: 1.147 -0.799 1.061
H: 0.944 0.508 2.271
H: -0.630 -0.763 3.184


Energies relative to the minimum, eV: arrangement 1 2.485; arrangement 2 0.262; arrangement 3 0.000